Entry 1:
C44H43IN4O25P2Si2 | wB97M-V/def2-TZVPD

Each line ends with the Löwdin charge.
Cartesian coordinates (Å):
C: -4.002 -1.713 5.915  -0.010
C: -4.286 -0.864 4.678  -0.529
O: -5.183 -0.064 4.707  0.107
N: -3.538 -1.025 3.462  -0.098
C: -3.161 -2.448 3.205  -0.084
Si: -2.182 0.074 3.329  0.291
O: -1.563 -0.135 1.788  -0.055
C: -0.472 -0.976 1.570  -0.465
O: -0.687 -2.069 1.138  0.142
C: 0.938 -0.521 1.742  -0.141
C: 1.924 -1.279 1.100  -0.001
C: 3.266 -0.956 1.170  -0.054
C: 3.672 0.186 1.888  -0.042
C: 2.693 0.932 2.535  -0.066
C: 1.346 0.593 2.468  -0.075
O: -2.843 1.587 3.571  -0.216
Si: -1.962 2.972 3.283  0.368
C: -1.209 3.106 1.583  -0.216
C: -1.407 4.532 0.948  -0.324
C: -2.489 4.517 -0.153  -0.657
I: -3.941 6.083 0.028  0.765
O: -3.114 4.244 3.353  -0.093
C: -3.749 4.192 4.501  -0.425
N: -4.202 4.294 5.555  0.189
P: -0.512 3.493 4.948  0.604
N: -0.592 5.020 5.378  -0.334
P: -0.746 -0.432 4.983  0.706
N: -0.088 -1.861 4.749  -0.314
H: -3.060 -2.261 5.802  0.042
H: -4.829 -2.379 6.142  0.094
H: -3.849 -1.009 6.735  0.086
H: -2.305 -2.817 3.776  0.045
H: -4.016 -3.068 3.494  0.100
H: -3.047 -2.576 2.132  0.083
H: 1.613 -2.160 0.555  0.124
H: 3.950 -1.611 0.650  0.091
H: 4.718 0.453 1.913  0.096
H: 3.028 1.803 3.088  0.104
H: 0.610 1.188 2.994  0.041
H: -0.139 2.896 1.552  0.072
H: -1.675 2.403 0.888  0.067
H: -1.579 5.306 1.693  0.067
H: -0.471 4.796 0.451  0.104
H: -2.012 4.641 -1.124  0.039
H: -3.038 3.577 -0.197  0.025
H: -0.869 2.664 6.050  -0.026
H: 0.818 3.194 4.557  -0.033
H: -1.278 5.526 4.827  -0.054
H: 0.283 0.533 5.134  -0.027
H: -1.519 -0.402 6.168  -0.009
H: 0.924 -1.789 4.737  -0.007
C: 8.497 -3.254 -0.999  0.081
C: 7.665 -2.226 -0.795  -0.227
C: 7.219 -1.833 0.586  -0.304
O: 6.477 -0.875 0.700  0.095
C: 7.692 -2.619 1.714  0.078
C: 8.521 -3.650 1.509  -0.235
C: 8.990 -4.027 0.133  -0.312
O: 9.757 -4.963 0.024  0.117
O: 8.987 -4.405 2.499  0.120
O: 7.177 -1.491 -1.799  0.097
H: 8.826 -3.545 -1.987  0.138
H: 7.350 -2.338 2.700  0.137
H: 9.563 -5.073 2.081  0.122
H: 6.601 -0.811 -1.391  0.098
C: -1.587 0.617 -3.694  0.085
C: -2.073 0.518 -2.451  -0.225
C: -3.501 0.849 -2.130  -0.315
O: -3.872 0.725 -0.978  0.112
C: -4.359 1.310 -3.210  0.081
C: -3.875 1.412 -4.457  -0.224
C: -2.449 1.057 -4.779  -0.292
O: -2.065 1.150 -5.931  0.100
O: -4.623 1.830 -5.473  0.120
O: -1.329 0.127 -1.421  0.111
H: -0.560 0.380 -3.934  0.121
H: -5.381 1.561 -2.966  0.139
H: -4.054 1.822 -6.268  0.092
H: -1.920 0.130 -0.641  0.094
C: 3.130 -1.738 -4.876  0.081
C: 3.786 -1.667 -3.712  -0.226
C: 3.737 -0.437 -2.851  -0.293
O: 4.333 -0.446 -1.786  0.086
C: 2.974 0.706 -3.324  0.082
C: 2.320 0.636 -4.491  -0.244
C: 2.346 -0.602 -5.340  -0.315
O: 1.713 -0.599 -6.377  0.120
O: 1.603 1.647 -4.974  0.108
O: 4.519 -2.675 -3.243  0.117
H: 3.155 -2.618 -5.503  0.139
H: 2.958 1.591 -2.703  0.137
H: 1.232 1.337 -5.823  0.120
H: 4.894 -2.370 -2.397  0.099
C: -2.427 -6.662 5.139  0.073
C: -2.147 -7.815 4.522  -0.240
C: -0.884 -8.005 3.737  -0.322
O: -0.691 -9.090 3.219  0.102
C: 0.036 -6.887 3.635  0.070
C: -0.236 -5.724 4.247  -0.229
C: -1.496 -5.543 5.058  -0.311
O: -1.693 -4.480 5.611  0.085
O: 0.588 -4.685 4.164  0.095
O: -2.961 -8.870 4.560  0.111
H: -3.334 -6.517 5.709  0.134
H: 0.934 -7.033 3.052  0.134
H: 0.212 -3.935 4.674  0.060
H: -2.519 -9.565 4.038  0.118
C: -4.218 5.197 -8.916  0.078
C: -3.888 6.490 -9.023  -0.235
C: -2.633 7.038 -8.410  -0.315
O: -2.389 8.219 -8.564  0.113
C: -1.778 6.129 -7.663  0.076
C: -2.108 4.835 -7.551  -0.227
C: -3.354 4.283 -8.187  -0.298
O: -3.595 3.094 -8.070  0.101
O: -1.352 3.969 -6.877  0.110
O: -4.641 7.372 -9.674  0.118
H: -5.119 4.791 -9.355  0.137
H: -0.885 6.538 -7.214  0.136
H: -1.795 3.099 -6.937  0.086
H: -4.175 8.227 -9.601  0.121

Cartesian forces, eV/Å:
1.1 0.3 -0.6
-1.2 0.1 0.0
0.2 0.3 0.1
1.6 -0.2 0.9
-0.8 -0.2 0.0
-2.6 0.1 -0.7
1.0 0.5 1.4
0.2 -1.0 -0.7
-0.3 0.0 -0.1
0.3 0.6 0.0
-0.2 -0.3 0.0
-0.2 0.5 0.4
-0.6 -0.9 -0.5
0.5 0.2 0.1
-0.1 -0.1 -0.1
1.7 -0.1 -0.5
-0.6 -0.1 -0.8
-0.2 0.8 -0.5
0.1 -0.4 -0.3
0.2 0.1 0.1
0.1 -0.2 -0.1
0.0 -1.1 0.8
0.3 1.0 -0.3
-0.2 -0.3 -0.1
-0.4 1.7 0.9
-0.1 -0.5 -0.7
1.5 -1.2 0.2
-0.1 0.2 -0.2
-0.3 -0.3 0.1
0.0 0.0 0.0
-0.3 0.0 0.0
0.1 0.2 -0.3
0.1 0.1 0.0
0.3 0.0 0.0
0.0 0.1 0.0
0.3 0.3 0.1
0.0 0.1 0.1
-0.3 0.0 0.1
0.1 0.2 -0.1
0.0 -0.2 0.3
0.0 -0.3 0.3
-0.1 -0.1 0.0
0.0 0.1 0.1
-0.2 0.1 0.0
-0.2 0.1 0.2
0.5 -0.4 -0.4
-0.2 -0.8 0.1
0.0 0.2 0.2
-0.6 0.4 0.2
0.0 0.5 -0.1
0.0 0.0 0.0
0.1 -0.2 0.0
0.1 -0.1 -0.5
0.1 -0.1 0.4
0.0 0.1 -0.2
-0.1 0.2 -0.1
-0.1 0.1 0.5
0.0 0.1 -0.5
0.0 -0.1 0.2
0.0 0.0 -0.3
-0.1 0.0 0.5
0.0 0.0 0.0
0.0 0.0 0.0
0.0 0.0 0.0
0.0 0.0 -0.1
0.0 0.0 -0.2
0.5 -0.1 0.0
-0.5 0.2 -0.2
0.2 0.0 0.1
0.0 -0.1 0.2
-0.5 0.1 0.0
0.4 -0.2 0.3
-0.2 0.3 -0.1
0.5 -0.2 0.0
-0.3 0.1 0.1
0.0 0.0 0.0
0.0 0.0 0.0
-0.1 0.1 -0.2
0.0 -0.1 0.0
-0.1 0.1 -0.1
0.1 -0.4 -0.2
-0.3 0.4 0.0
0.2 -0.2 -0.1
0.1 -0.1 0.2
0.0 0.4 0.2
0.2 -0.5 -0.1
-0.1 0.2 0.0
0.1 -0.3 -0.1
-0.1 0.3 0.1
0.0 0.0 0.0
0.0 0.0 0.0
-0.1 0.0 -0.1
0.1 0.0 0.0
0.0 0.2 0.0
-0.4 0.0 0.2
0.5 0.3 -0.2
-0.2 -0.1 0.1
-0.1 -0.3 0.0
0.5 0.2 -0.2
-0.3 -0.3 0.1
0.1 0.1 0.0
-0.4 -0.2 0.3
0.3 0.1 -0.1
0.0 0.0 0.0
0.0 0.0 0.0
-0.2 0.3 -0.1
0.0 0.0 0.0
0.0 -0.2 0.1
-0.4 -0.1 -0.2
0.4 -0.1 0.3
-0.2 0.1 -0.1
0.0 0.2 -0.1
0.4 0.1 0.2
-0.4 0.2 -0.3
0.2 -0.1 0.3
-0.4 -0.1 -0.2
0.3 0.0 0.2
0.0 0.0 0.0
0.0 0.0 0.0
0.1 -0.1 0.1
0.0 0.1 0.0

2S+1 = 1
LUMO level = -1.94 eV

***

Entry 2:
C22H38NO2P3SZr | wB97M-V/def2-TZVPD

Each line ends with the Löwdin charge.
Cartesian coordinates (Å):
P: 2.816 -0.743 -0.228  0.742
C: 3.558 -1.004 1.406  -0.248
H: 4.638 -1.142 1.272  0.091
H: 3.130 -1.894 1.880  0.044
H: 3.385 -0.138 2.052  0.033
C: 3.374 -2.221 -1.119  -0.214
H: 3.253 -2.097 -2.199  0.034
H: 2.786 -3.084 -0.787  0.069
H: 4.432 -2.380 -0.885  0.089
C: 3.892 0.555 -0.913  -0.215
H: 4.920 0.171 -0.926  0.090
H: 3.843 1.455 -0.289  0.058
H: 3.581 0.807 -1.933  0.041
P: -0.727 2.656 -0.691  0.758
C: -0.788 3.698 0.783  -0.204
H: -1.283 4.638 0.507  0.096
H: 0.223 3.910 1.146  0.061
H: -1.360 3.211 1.580  0.057
C: 0.216 3.678 -1.853  -0.202
H: 0.105 3.304 -2.875  0.037
H: 1.276 3.679 -1.578  0.070
H: -0.186 4.695 -1.790  0.090
C: -2.416 2.822 -1.340  -0.203
H: -2.580 3.888 -1.546  0.092
H: -3.147 2.469 -0.604  0.059
H: -2.525 2.249 -2.268  0.044
P: -2.011 -2.071 -0.192  0.727
C: -2.875 -2.411 1.362  -0.242
H: -3.542 -3.265 1.190  0.092
H: -3.473 -1.546 1.666  0.055
H: -2.168 -2.671 2.159  0.033
C: -3.397 -1.996 -1.358  -0.216
H: -4.094 -2.803 -1.105  0.086
H: -3.050 -2.121 -2.387  0.035
H: -3.906 -1.029 -1.264  0.068
C: -1.269 -3.697 -0.550  -0.213
H: -2.082 -4.433 -0.598  0.090
H: -0.566 -3.972 0.245  0.058
H: -0.738 -3.672 -1.509  0.036
Zr: 0.039 -0.107 -0.625  1.083
C: 1.255 1.343 0.795  -0.237
O: 1.842 2.030 1.557  0.146
C: -1.736 0.542 0.807  -0.255
O: -2.593 0.895 1.541  0.126
C: -1.266 -0.352 -3.532  -0.068
C: -0.616 -1.584 -3.360  -0.095
C: 0.783 -1.635 -3.324  -0.066
C: 1.533 -0.453 -3.423  -0.095
C: 0.882 0.774 -3.591  -0.067
C: -0.520 0.828 -3.628  -0.097
H: -2.341 -0.316 -3.693  0.136
H: -1.189 -2.507 -3.363  0.119
H: 1.281 -2.601 -3.319  0.136
H: 2.617 -0.498 -3.474  0.119
H: 1.470 1.665 -3.792  0.136
H: -1.023 1.768 -3.835  0.118
S: 0.349 -1.468 1.957  0.688
C: 0.126 -0.490 3.381  -0.620
N: -1.153 -0.342 3.867  0.077
C: -1.445 0.391 4.986  0.027
C: -0.425 1.044 5.653  0.028
C: 0.898 0.904 5.204  0.046
C: 1.167 0.100 4.098  -0.047
H: -1.915 -0.802 3.374  0.120
H: -2.493 0.411 5.280  0.162
H: -0.660 1.643 6.530  0.148
H: 1.712 1.416 5.718  0.151
H: 2.179 -0.093 3.750  0.105

Cartesian forces, eV/Å:
0.9 -0.1 -0.3
-0.4 0.0 0.4
-0.2 0.1 -0.1
0.2 0.2 -0.1
0.2 -0.1 -0.1
-0.5 -0.3 -0.2
0.2 -0.1 0.2
0.2 0.0 -0.1
-0.2 0.0 0.0
-0.4 0.3 -0.2
-0.2 0.1 0.0
0.2 -0.1 -0.2
0.2 0.1 0.2
-0.5 0.7 -1.0
0.3 -0.3 0.6
0.1 -0.2 0.0
-0.2 0.1 0.0
0.1 0.2 0.0
0.4 -0.3 -0.1
0.1 0.2 0.2
-0.1 0.2 -0.1
0.1 -0.1 0.0
-0.1 -0.5 0.0
-0.1 -0.2 0.0
0.0 0.2 -0.2
-0.1 0.2 0.2
-0.1 -1.0 -0.5
0.1 0.4 0.6
0.1 0.2 0.0
-0.1 -0.2 0.0
-0.2 -0.1 -0.3
0.0 0.5 -0.2
0.1 0.2 -0.1
-0.2 0.0 0.2
-0.1 -0.2 -0.1
0.5 0.2 0.0
0.2 0.1 0.0
-0.2 -0.1 -0.2
-0.1 -0.2 0.2
-0.1 0.2 0.3
2.9 3.1 4.3
-3.1 -3.7 -4.2
-3.8 1.5 3.7
4.4 -1.9 -3.8
0.0 0.2 0.3
0.1 0.2 0.1
-0.1 0.0 0.3
-0.2 0.1 0.0
0.1 0.0 0.3
0.1 -0.2 0.1
0.1 0.0 0.2
0.1 0.1 -0.1
0.0 0.1 0.1
-0.2 0.0 0.0
-0.1 -0.1 0.1
0.1 -0.2 0.0
-0.1 0.3 -1.1
-0.7 0.5 0.7
0.6 0.6 0.6
0.3 -0.4 -0.6
0.1 0.0 0.0
-0.4 -0.1 0.1
-0.2 -0.1 -0.4
0.2 0.0 0.2
0.3 0.0 0.0
0.0 -0.1 -0.2
-0.2 -0.2 0.0
-0.2 0.2 0.2

Total charge = +4
2S+1 = 1
LUMO level = -13.76 eV

***

Entry 3:
C28H25FN5O4SeZn | wB97M-V/def2-TZVPD

Each line ends with the Löwdin charge.
Cartesian coordinates (Å):
Zn: -0.861 -0.943 -1.467  0.673
C: 0.432 -0.202 5.642  -0.037
C: 1.239 0.797 4.822  -0.287
C: 1.106 2.192 5.408  -0.145
C: 1.823 3.220 4.551  -0.119
C: 1.260 3.191 3.159  -0.130
C: 1.199 4.322 2.384  0.067
C: 0.681 4.260 1.092  -0.253
F: 0.633 5.391 0.372  0.082
C: 0.234 3.094 0.550  0.065
C: 0.296 1.922 1.319  -0.043
C: -0.120 0.663 0.711  -0.260
O: -0.553 0.705 -0.480  -0.074
C: 0.003 -0.496 1.522  -0.003
C: 0.437 -0.342 2.818  0.035
N: 0.802 0.805 3.389  0.049
C: 0.782 1.973 2.630  -0.061
C: -0.336 -1.941 1.157  -0.571
O: -0.513 -2.728 2.067  0.067
O: -0.461 -2.233 -0.098  -0.142
H: 0.637 -0.029 6.698  0.091
H: 0.683 -1.240 5.431  0.082
H: -0.637 -0.059 5.474  0.103
H: 2.294 0.510 4.830  0.160
H: 1.516 2.174 6.417  0.128
H: 0.045 2.447 5.485  0.138
H: 2.893 2.987 4.516  0.134
H: 1.728 4.219 4.974  0.125
H: 1.551 5.272 2.767  0.138
H: -0.170 3.054 -0.452  0.131
H: 0.477 -1.236 3.422  0.133
C: -5.186 -1.286 -0.388  0.030
C: -3.885 -1.673 -1.031  -0.474
O: -2.949 -0.872 -1.098  0.018
N: -3.809 -2.906 -1.559  0.106
C: -2.600 -3.439 -2.182  -0.082
C: -2.235 -2.724 -3.467  -0.230
C: -2.717 -3.148 -4.693  0.006
C: -2.362 -2.457 -5.841  -0.024
C: -1.525 -1.358 -5.732  -0.027
C: -1.075 -0.999 -4.478  -0.100
N: -1.423 -1.663 -3.370  0.042
H: -4.989 -0.560 0.396  0.095
H: -5.713 -2.145 0.026  0.088
H: -5.820 -0.813 -1.139  0.100
H: -4.596 -3.520 -1.441  0.149
H: -2.788 -4.488 -2.396  0.136
H: -1.775 -3.384 -1.466  0.105
H: -3.362 -4.016 -4.747  0.125
H: -2.729 -2.776 -6.807  0.121
H: -1.218 -0.794 -6.601  0.118
H: -0.406 -0.158 -4.341  0.117
Se: 1.836 -2.626 -2.437  1.195
N: 1.255 -0.958 -2.197  -0.260
C: 2.325 -0.176 -2.182  -0.342
C: 2.305 1.234 -1.958  -0.015
C: 3.484 1.901 -1.966  -0.050
C: 4.734 1.238 -2.203  -0.060
C: 4.800 -0.097 -2.420  -0.011
C: 3.585 -0.850 -2.406  -0.372
N: 3.512 -2.158 -2.596  -0.221
H: 1.363 1.734 -1.779  0.096
H: 3.489 2.969 -1.789  0.112
H: 5.643 1.825 -2.215  0.111
H: 5.737 -0.604 -2.605  0.121

Cartesian forces, eV/Å:
0.0 0.0 -0.2
0.0 0.0 0.0
0.0 0.0 0.0
0.0 0.0 -0.1
0.0 0.0 0.0
0.0 0.0 0.1
0.0 0.1 0.0
0.0 0.0 0.0
0.0 0.0 0.0
0.0 0.0 -0.1
0.0 0.0 0.0
0.0 -0.1 0.1
0.0 0.2 0.0
0.1 0.0 -0.1
0.0 0.0 0.0
0.0 0.0 0.0
0.0 0.0 0.0
-0.6 0.2 0.0
0.3 -0.1 0.0
0.1 -0.2 0.0
0.0 0.0 0.0
0.0 0.0 0.0
0.0 0.0 0.0
0.0 0.0 0.0
0.0 0.0 0.0
0.0 0.0 0.0
0.0 0.0 0.0
0.0 0.0 0.0
0.0 0.0 0.0
0.0 0.0 0.0
0.0 0.0 0.0
0.0 0.0 0.0
0.0 0.0 0.0
-0.1 0.1 0.0
0.0 -0.1 -0.1
0.0 0.1 0.0
-0.1 0.0 0.1
0.0 0.0 -0.1
0.0 0.0 0.0
0.0 0.0 0.0
0.0 0.0 0.1
0.1 0.1 0.0
0.0 0.0 0.0
0.0 0.0 0.0
0.0 0.0 0.0
0.0 0.0 0.0
0.0 0.0 0.0
0.0 0.0 0.0
0.0 0.0 0.0
0.0 0.0 0.0
0.0 0.0 0.0
0.0 0.0 0.0
-0.2 -0.3 -0.2
0.2 -0.1 0.1
-0.1 0.1 0.0
0.1 0.1 0.0
-0.1 0.0 0.0
0.1 -0.1 0.0
0.0 0.1 0.0
-0.1 0.0 -0.1
0.2 0.2 0.1
0.0 0.0 0.0
0.0 0.0 0.0
0.0 0.0 0.0
0.0 0.0 0.0

Total charge = +1
2S+1 = 1
LUMO level = -3.27 eV